CH3F2N3 | ωB97M-V/def2-TZVPD

Last columns: bonded neighbours and bond lengths (Å).
Atoms and positions in Å:
1 C 0.426 1.538 -0.353  N2 1.239, N3 1.192
2 N -0.692 1.007 -0.290  C1 1.239, F5 1.412
3 N 1.501 1.691 -0.845  C1 1.192, H7 1.048
4 N -0.624 -1.742 0.266  F6 1.457, H8 1.052, H9 1.080
5 F -1.443 1.214 0.888  N2 1.412
6 F 0.657 -1.496 0.914  N4 1.457
7 H 1.712 2.396 -1.591  N3 1.048
8 H -1.224 -1.900 1.115  N4 1.052
9 H -0.313 -2.707 -0.104  N4 1.080

Summary:
HOMO-LUMO gap, eV: 10.23
HOMO, eV: -10.04
Electronic energy, Eh: -403.68826
SMILES: N=C=NF.NF